Formula: C40H46MnP2Si
Source: the Open Molecules 2025 dataset
Level of theory: ωB97M-V/def2-TZVPD

Atoms and positions in Å:
Mn (0.40, 2.86, -3.24)
C (0.24, 2.38, -5.06)
C (1.61, 2.14, -4.61)
C (2.69, 3.16, -4.63)
C (2.20, 4.60, -4.24)
C (1.07, 4.66, -3.20)
C (-0.34, 4.59, -3.49)
C (-0.92, 4.61, -4.89)
C (-0.24, 3.59, -5.83)
C (-0.97, 0.88, 1.89)
H (-0.39, 1.50, -5.21)
H (1.93, 1.08, -4.64)
H (3.19, 3.21, -5.62)
H (3.45, 2.84, -3.90)
H (3.05, 5.12, -3.77)
H (1.90, 5.14, -5.15)
H (1.35, 5.04, -2.20)
H (-1.03, 4.99, -2.75)
H (-0.81, 5.63, -5.30)
H (-2.00, 4.40, -4.84)
H (-1.00, 3.27, -6.56)
H (0.58, 4.06, -6.40)
H (-1.93, 0.56, 2.38)
H (-1.12, 1.93, 1.50)
H (-0.20, 0.96, 2.70)
P (1.38, 0.02, -1.51)
P (0.17, 2.99, 0.22)
C (1.97, 1.75, -1.78)
C (1.48, 2.90, -1.05)
C (2.90, -0.95, -1.81)
C (4.05, -0.63, -2.58)
C (5.08, -1.57, -2.68)
C (4.98, -2.79, -2.01)
C (3.86, -3.09, -1.23)
C (2.83, -2.16, -1.12)
C (0.39, -0.41, -3.02)
C (-0.98, -0.14, -2.97)
C (-1.77, -0.38, -4.10)
C (-1.22, -0.99, -5.24)
C (0.13, -1.34, -5.27)
C (0.92, -1.09, -4.15)
C (0.88, 3.77, 1.68)
C (2.02, 3.15, 2.23)
C (2.53, 3.63, 3.44)
C (1.90, 4.71, 4.08)
C (0.75, 5.29, 3.53)
C (0.23, 4.83, 2.34)
C (-1.30, 3.96, -0.27)
C (-2.45, 3.16, -0.40)
C (-3.67, 3.73, -0.78)
C (-3.72, 5.09, -1.09)
C (-2.59, 5.90, -0.92)
C (-1.38, 5.36, -0.49)
H (3.08, 1.74, -1.90)
H (2.28, 3.65, -0.80)
H (4.13, 0.33, -3.10)
H (5.96, -1.35, -3.28)
H (5.78, -3.53, -2.10)
H (3.77, -4.04, -0.69)
H (1.94, -2.34, -0.52)
H (-1.46, 0.27, -2.07)
H (-2.82, -0.09, -4.07)
H (-1.86, -1.20, -6.10)
H (0.54, -1.87, -6.12)
H (1.95, -1.46, -4.13)
H (2.47, 2.30, 1.72)
H (3.40, 3.15, 3.88)
H (2.31, 5.08, 5.03)
H (0.25, 6.11, 4.05)
H (-0.66, 5.27, 1.90)
H (-2.43, 2.10, -0.16)
H (-4.55, 3.08, -0.82)
H (-4.65, 5.49, -1.49)
H (-2.66, 6.97, -1.12)
H (-0.51, 6.02, -0.37)
C (-0.07, -2.22, 3.11)
Si (-0.61, -2.65, 1.34)
C (0.49, -4.04, 0.68)
C (-2.40, -3.26, 1.39)
C (-0.23, -1.09, 0.34)
C (-0.51, 0.07, 0.78)
H (-0.28, -3.04, 3.82)
H (-0.60, -1.32, 3.46)
H (1.01, -2.02, 3.11)
H (0.40, -4.95, 1.29)
H (0.21, -4.27, -0.35)
H (1.54, -3.72, 0.70)
H (-3.11, -2.45, 1.61)
H (-2.71, -3.74, 0.45)
H (-2.55, -4.01, 2.18)

Total energy (eV): -99978.796
Spin multiplicity: 4
E_LUMO (alpha / beta) (eV): -7.26 / -8.01
Net charge: +2
<S²>: 4.22
ΔE to the lowest compared entry with this formula, charge and spin (kcal/mol): 2.29


Formula: C40H46N9Ti
Source: the Open Molecules 2025 dataset
Level of theory: ωB97M-V/def2-TZVPD

Atoms and positions in Å:
Ti (-0.53, 0.70, -1.11)
C (-4.68, 1.87, -0.29)
C (-3.21, 1.60, -0.27)
N (-2.59, 0.86, -1.17)
C (-3.26, 0.06, -2.19)
C (-2.62, -1.32, -2.10)
N (-1.14, -1.19, -2.09)
C (-0.45, -1.43, -3.38)
C (0.50, -0.29, -3.74)
N (1.12, 0.30, -2.53)
C (2.27, -0.40, -1.89)
C (2.06, -0.54, -0.37)
N (1.08, 0.44, 0.11)
C (1.02, 0.79, 1.39)
C (2.03, 0.38, 2.40)
C (-0.18, 1.49, 1.69)
C (-0.57, 2.03, 2.92)
C (-1.83, 2.58, 3.07)
C (-2.74, 2.53, 2.00)
C (-2.35, 1.98, 0.80)
N (-1.04, 1.53, 0.61)
H (-5.01, 2.12, -1.30)
H (-4.94, 2.69, 0.37)
H (-5.23, 0.98, 0.04)
H (-3.09, 0.49, -3.19)
H (-4.34, 0.01, -2.04)
H (-2.95, -1.98, -2.90)
H (-2.89, -1.77, -1.14)
H (-0.76, -1.90, -1.43)
H (-1.17, -1.56, -4.19)
H (0.10, -2.36, -3.28)
H (-0.06, 0.53, -4.20)
H (1.25, -0.63, -4.46)
H (1.42, 1.23, -2.79)
H (3.17, 0.18, -2.10)
H (2.40, -1.39, -2.33)
H (3.01, -0.45, 0.15)
H (1.66, -1.53, -0.16)
H (2.03, -0.71, 2.47)
H (1.81, 0.78, 3.39)
H (3.04, 0.69, 2.12)
H (0.10, 1.97, 3.77)
H (-2.14, 2.98, 4.03)
H (-3.75, 2.88, 2.14)
N (2.91, -7.44, 6.49)
C (2.52, -6.80, 5.63)
C (2.03, -5.98, 4.54)
C (2.23, -4.61, 4.57)
C (1.76, -3.83, 3.53)
C (1.10, -4.40, 2.45)
C (0.91, -5.78, 2.43)
C (1.36, -6.57, 3.48)
C (0.57, -3.58, 1.32)
C (-0.43, -2.67, 1.66)
C (-1.09, -2.66, 2.93)
C (-2.12, -1.77, 2.84)
C (-2.05, -1.25, 1.52)
N (-1.06, -1.75, 0.81)
C (1.13, -3.88, 0.06)
C (2.28, -4.71, -0.13)
C (2.51, -4.76, -1.48)
C (1.49, -3.97, -2.06)
N (0.67, -3.42, -1.17)
H (2.76, -4.16, 5.40)
H (1.89, -2.75, 3.56)
H (0.39, -6.24, 1.60)
H (1.20, -7.64, 3.47)
H (-0.84, -3.29, 3.77)
H (-2.86, -1.53, 3.59)
H (-2.73, -0.52, 1.10)
H (2.85, -5.19, 0.65)
H (3.28, -5.30, -2.00)
H (1.34, -3.82, -3.12)
C (-0.48, 4.86, 0.42)
N (1.00, 4.79, 0.25)
C (1.54, 6.12, -0.14)
C (1.44, 3.65, -0.67)
C (0.67, 3.60, -1.96)
C (0.96, 4.55, -2.94)
C (0.19, 4.65, -4.09)
C (-0.88, 3.78, -4.25)
C (-1.12, 2.79, -3.31)
C (-0.35, 2.64, -2.14)
H (-0.71, 5.67, 1.11)
H (-0.83, 3.92, 0.81)
H (-0.93, 5.05, -0.55)
H (1.39, 4.55, 1.16)
H (1.06, 6.43, -1.06)
H (2.62, 6.04, -0.29)
H (1.32, 6.83, 0.65)
H (1.30, 2.74, -0.10)
H (2.51, 3.81, -0.83)
H (1.80, 5.22, -2.82)
H (0.42, 5.39, -4.84)
H (-1.51, 3.86, -5.13)
H (-1.95, 2.12, -3.49)

Total energy (eV): -78747.172
E_LUMO (alpha / beta) (eV): -3.32 / -3.30
Net charge: +1
ΔE to the lowest compared entry with this formula, charge and spin (kcal/mol): 13.76


Formula: C40H47BClF13N3O32
Source: the Open Molecules 2025 dataset
Level of theory: ωB97M-V/def2-TZVPD

Atoms and positions in Å:
C (5.79, -0.93, 4.02)
C (4.58, -1.93, 4.22)
C (5.11, -3.07, 5.18)
C (4.10, -2.58, 2.84)
C (4.72, -1.89, 1.56)
C (2.56, -2.74, 2.78)
O (1.86, -1.48, 2.43)
C (0.70, -1.39, 3.05)
N (-0.45, -2.13, 2.90)
B (-0.68, -3.25, 1.89)
N (-0.15, -4.56, 2.19)
O (-1.40, -2.88, 0.77)
C (-1.39, -1.68, 3.83)
C (-2.82, -2.15, 4.11)
F (-3.03, -3.47, 3.89)
F (-3.08, -1.93, 5.43)
F (-3.76, -1.46, 3.41)
C (-0.86, -0.60, 4.58)
N (0.42, -0.50, 4.03)
Cl (1.50, 0.71, 4.59)
H (6.64, -1.47, 3.55)
H (6.13, -0.65, 5.05)
H (5.49, -0.01, 3.48)
H (3.76, -1.37, 4.74)
H (5.84, -2.66, 5.91)
H (5.67, -3.86, 4.61)
H (4.28, -3.54, 5.77)
H (4.52, -3.62, 2.86)
H (5.81, -2.16, 1.58)
H (4.55, -0.80, 1.58)
H (4.29, -2.39, 0.66)
H (2.30, -3.49, 1.99)
H (2.12, -3.13, 3.73)
H (-0.42, -5.17, 1.42)
H (-0.53, -4.94, 3.06)
H (-1.69, -3.68, 0.29)
H (-1.34, 0.00, 5.36)
C (10.07, 0.88, 3.54)
C (9.35, 1.04, 2.23)
O (9.08, -0.30, 1.85)
C (8.97, -1.00, 3.01)
O (8.48, -2.08, 3.10)
O (9.46, -0.31, 4.06)
F (10.15, 1.60, 1.29)
H (11.14, 0.71, 3.41)
H (9.93, 1.72, 4.21)
H (8.42, 1.60, 2.30)
C (-2.82, -1.19, -1.19)
C (-2.58, 0.15, -1.80)
O (-2.22, -0.16, -3.13)
C (-2.85, -1.33, -3.43)
O (-3.00, -1.77, -4.52)
O (-3.31, -1.95, -2.30)
F (-1.53, 0.79, -1.21)
H (-1.90, -1.65, -0.82)
H (-3.55, -1.16, -0.38)
H (-3.45, 0.81, -1.81)
C (4.44, 4.11, 5.13)
C (4.24, 2.98, 6.10)
O (5.03, 1.94, 5.55)
C (6.04, 2.56, 4.88)
O (7.03, 2.02, 4.51)
O (5.77, 3.88, 4.68)
F (2.94, 2.57, 6.13)
H (3.75, 4.06, 4.29)
H (4.35, 5.09, 5.60)
H (4.57, 3.19, 7.12)
C (-5.79, -4.53, -5.67)
C (-5.83, -3.42, -4.67)
O (-6.92, -3.78, -3.83)
C (-6.98, -5.15, -3.87)
O (-7.59, -5.81, -3.10)
O (-6.25, -5.65, -4.90)
F (-6.12, -2.23, -5.26)
H (-6.47, -4.37, -6.51)
H (-4.79, -4.70, -6.06)
H (-4.93, -3.32, -4.07)
C (-1.55, 4.06, 1.00)
C (-2.34, 4.05, -0.28)
O (-2.26, 5.40, -0.71)
C (-1.08, 5.88, -0.23)
O (-0.55, 6.87, -0.61)
O (-0.57, 5.06, 0.73)
F (-3.64, 3.75, -0.04)
H (-2.15, 4.36, 1.86)
H (-1.08, 3.10, 1.21)
H (-1.94, 3.39, -1.05)
C (-3.90, -2.26, -8.82)
C (-4.67, -2.10, -10.10)
O (-5.10, -3.41, -10.38)
C (-5.22, -4.04, -9.17)
O (-5.81, -5.05, -8.99)
O (-4.59, -3.34, -8.19)
F (-3.87, -1.67, -11.11)
H (-2.86, -2.55, -8.99)
H (-3.92, -1.37, -8.20)
H (-5.54, -1.44, -10.02)
C (-8.14, 4.09, 0.26)
C (-8.38, 2.95, 1.21)
O (-7.57, 1.92, 0.68)
C (-6.54, 2.54, 0.05)
O (-5.53, 2.00, -0.28)
O (-6.79, 3.86, -0.14)
F (-9.67, 2.55, 1.18)
H (-8.80, 4.05, -0.61)
H (-8.25, 5.06, 0.74)
H (-8.08, 3.16, 2.24)
C (0.73, -3.99, -10.95)
C (0.67, -2.95, -9.86)
O (-0.63, -3.14, -9.31)
C (-0.93, -4.46, -9.51)
O (-1.80, -5.04, -8.95)
O (-0.09, -5.03, -10.41)
F (0.74, -1.70, -10.37)
H (0.30, -3.64, -11.88)
H (1.74, -4.34, -11.13)
H (1.42, -3.08, -9.08)
C (12.68, 4.60, -0.24)
C (14.08, 4.46, 0.29)
O (13.87, 4.22, 1.67)
C (12.66, 3.61, 1.77)
O (12.28, 3.03, 2.74)
O (11.94, 3.74, 0.62)
F (14.78, 5.60, 0.14)
H (12.30, 5.62, -0.14)
H (12.59, 4.30, -1.28)
H (14.64, 3.63, -0.14)
C (-12.45, 3.25, 4.51)
C (-11.57, 4.09, 5.39)
O (-10.88, 4.90, 4.45)
C (-11.72, 5.04, 3.38)
O (-11.58, 5.86, 2.54)
O (-12.73, 4.13, 3.42)
F (-10.67, 3.33, 6.06)
H (-11.95, 2.36, 4.14)
H (-13.37, 2.95, 5.01)
H (-12.11, 4.73, 6.09)

Total energy (eV): -160754.735
E_LUMO (eV): -3.15
Net charge: +1


Formula: C40H47GeN5O6S2V
Source: the Open Molecules 2025 dataset
Level of theory: ωB97M-V/def2-TZVPD

Atoms and positions in Å:
V (-0.71, -0.60, -0.27)
C (1.44, -2.15, 2.26)
C (1.61, -3.15, 1.12)
O (1.75, -2.55, -0.14)
C (3.00, -2.01, -0.49)
C (3.24, -0.60, 0.07)
O (2.01, 0.09, 0.02)
C (2.11, 1.46, 0.33)
C (0.71, 2.05, 0.22)
O (-0.30, 1.23, 0.80)
C (-0.31, 1.09, 2.21)
C (0.59, -0.03, 2.75)
O (0.49, -1.17, 1.92)
H (2.41, -1.68, 2.47)
H (1.12, -2.68, 3.17)
H (0.70, -3.76, 1.04)
H (2.46, -3.80, 1.35)
H (2.95, -1.93, -1.58)
H (3.83, -2.67, -0.21)
H (3.99, -0.09, -0.55)
H (3.62, -0.63, 1.10)
H (2.77, 1.97, -0.39)
H (2.52, 1.59, 1.34)
H (0.43, 2.12, -0.83)
H (0.69, 3.05, 0.67)
H (-1.34, 0.85, 2.46)
H (-0.03, 2.03, 2.69)
H (0.25, -0.28, 3.76)
H (1.63, 0.30, 2.81)
O (-3.88, 0.20, 0.09)
C (-3.40, -0.43, 1.02)
O (-2.24, -1.00, 1.04)
C (-4.22, -0.61, 2.31)
C (-5.61, 0.01, 2.22)
Ge (-5.83, 1.89, 1.51)
C (-4.69, 3.04, 0.35)
C (-5.16, 3.42, -0.90)
C (-4.43, 4.29, -1.70)
C (-3.22, 4.80, -1.25)
C (-2.75, 4.43, 0.00)
C (-3.47, 3.55, 0.79)
C (-5.84, 2.97, 3.19)
C (-4.75, 2.81, 4.04)
C (-4.64, 3.52, 5.23)
C (-5.65, 4.39, 5.60)
C (-6.73, 4.58, 4.77)
C (-6.82, 3.89, 3.57)
C (-7.54, 1.69, 0.54)
C (-7.46, 0.96, -0.65)
C (-8.58, 0.74, -1.43)
C (-9.82, 1.23, -1.03)
C (-9.92, 1.92, 0.17)
C (-8.79, 2.15, 0.94)
H (-3.65, -0.19, 3.14)
H (-4.28, -1.69, 2.47)
H (-6.08, 0.03, 3.20)
H (-6.23, -0.60, 1.56)
H (-6.10, 3.04, -1.26)
H (-4.81, 4.58, -2.67)
H (-2.65, 5.49, -1.87)
H (-1.81, 4.85, 0.36)
H (-3.08, 3.26, 1.76)
H (-3.96, 2.11, 3.77)
H (-3.77, 3.38, 5.87)
H (-5.58, 4.92, 6.55)
H (-7.52, 5.27, 5.05)
H (-7.67, 4.06, 2.92)
H (-6.49, 0.58, -0.97)
H (-8.49, 0.18, -2.35)
H (-10.69, 1.07, -1.64)
H (-10.89, 2.29, 0.50)
H (-8.90, 2.68, 1.88)
N (0.16, 0.09, -4.93)
C (1.29, 0.69, -4.53)
S (1.86, 0.38, -2.98)
N (1.89, 1.45, -5.49)
C (2.99, 2.34, -5.49)
C (3.13, 3.10, -6.65)
C (4.15, 4.03, -6.77)
C (5.04, 4.23, -5.73)
C (4.91, 3.46, -4.58)
C (3.90, 2.52, -4.45)
H (-0.46, -0.20, -4.17)
H (-0.32, 0.42, -5.76)
H (1.39, 1.46, -6.36)
H (2.43, 2.96, -7.47)
H (4.24, 4.62, -7.68)
H (5.82, 4.97, -5.81)
H (5.61, 3.59, -3.76)
H (3.81, 1.93, -3.56)
S (-1.61, 0.58, -2.11)
C (-2.76, -0.54, -2.55)
N (-3.53, -1.32, -2.94)
N (-1.86, -3.18, -0.68)
C (-1.88, -4.30, -1.44)
C (-0.95, -4.12, -2.44)
C (-0.42, -2.85, -2.22)
N (-0.98, -2.29, -1.15)
H (-2.46, -2.91, 0.08)
H (-2.55, -5.11, -1.22)
H (-0.70, -4.80, -3.23)
H (0.34, -2.32, -2.78)

Total energy (eV): -165852.644
Spin multiplicity: 4
E_LUMO (alpha / beta) (eV): 0.26 / 0.26
Net charge: 0
<S²>: 3.76
ΔE to the lowest compared entry with this formula, charge and spin (kcal/mol): 25.48